C45H42N2O6P3Rb | ωB97M-V with the def2-TZVPD basis set

Results
Energy above the lowest of the compared OMol25 structures with the same formula, charge and spin: 0.0000 eV
E_LUMO: -0.00493 Eh
Spin multiplicity: 1
Charge: 0

Atoms and positions in Å:
Rb1 -1.425018 0.503393 -0.019677
C1 -1.902030 3.646683 3.443972
C2 -1.622926 4.011368 2.025732
N1 -1.242127 3.174099 1.084354
C3 -1.091280 3.929100 -0.064362
C4 -1.408521 5.231419 0.205144
N2 -1.732608 5.266007 1.537266
C5 -1.493525 6.489228 -0.579014
O1 -1.261020 6.377608 -1.852669
O2 -1.760134 7.526974 -0.002572
C6 -0.587989 3.357491 -1.370350
O3 -0.722529 4.103052 -2.382779
O4 -0.087569 2.219437 -1.351598
H1 -1.813610 2.566912 3.549900
H2 -2.906541 3.948987 3.747055
H3 -1.190277 4.120189 4.122851
H4 -1.989908 6.120699 2.006527
H5 -1.067031 5.379011 -2.079019
O5 1.637936 -3.012392 0.408371
C7 2.883843 -2.889887 -0.175523
C8 3.646412 -3.999074 -0.526178
C9 4.890767 -3.818993 -1.104777
C10 5.370563 -2.539843 -1.346473
C11 4.570468 -1.449816 -1.050823
C12 3.306180 -1.591654 -0.476688
P1 2.129893 -0.179526 -0.287156
C13 2.775117 0.948907 -1.580128
C14 2.852440 2.322832 -1.365102
C15 3.192451 3.183343 -2.399632
C16 3.460748 2.683739 -3.664237
C17 3.389253 1.315598 -3.889469
C18 3.044091 0.457173 -2.856864
C19 2.718929 0.662922 1.236465
C20 4.046910 1.010026 1.485530
C21 4.387818 1.728756 2.619746
C22 3.402919 2.122772 3.520458
C23 2.080796 1.778481 3.290079
C24 1.747757 1.047253 2.156246
C25 1.226918 -4.181771 1.006023
C26 2.038815 -4.850272 1.912358
C27 1.566705 -5.981588 2.558382
C28 0.284519 -6.446102 2.309371
C29 -0.527062 -5.753451 1.425083
C30 -0.087350 -4.603527 0.767409
P2 -1.374028 -3.719815 -0.205072
C31 -0.425112 -3.021254 -1.621023
C32 -0.611727 -1.783182 -2.234247
C33 0.063973 -1.456332 -3.404488
C34 0.912990 -2.370272 -4.005342
C35 1.092430 -3.615955 -3.420435
C36 0.425942 -3.935609 -2.249456
C37 -1.784111 -2.411459 1.046275
C38 -0.864369 -1.867695 1.950209
C39 -1.283970 -1.049835 2.988044
C40 -2.633861 -0.748219 3.140540
C41 -3.555183 -1.267058 2.244071
C42 -3.133254 -2.099742 1.212223
H6 3.266036 -4.995384 -0.352803
H7 5.480712 -4.685755 -1.375627
H8 6.345091 -2.392724 -1.793384
H9 4.915438 -0.458042 -1.314786
H10 2.617726 2.733747 -0.391703
H11 3.228147 4.250694 -2.217741
H12 3.718452 3.356986 -4.472283
H13 3.598543 0.914110 -4.874182
H14 2.994398 -0.607170 -3.045606
H15 4.819877 0.729521 0.780546
H16 5.422693 1.993633 2.799371
H17 3.671211 2.695707 4.399185
H18 1.307853 2.077583 3.988180
H19 0.722118 0.747157 1.989846
H20 3.034888 -4.477890 2.112007
H21 2.207939 -6.496911 3.262182
H22 -0.084809 -7.333499 2.806590
H23 -1.537047 -6.099551 1.237194
H24 -1.267604 -1.021622 -1.840559
H25 -0.077039 -0.472097 -3.834521
H26 1.434851 -2.111908 -4.918620
H27 1.755218 -4.342351 -3.874171
H28 0.577390 -4.915747 -1.810464
H29 0.190956 -2.067597 1.837793
H30 -0.554135 -0.650378 3.682244
H31 -2.965263 -0.124071 3.961480
H32 -4.609481 -1.046496 2.360664
H33 -3.861249 -2.515919 0.526757
C43 -6.645803 0.225417 -0.577062
P3 -5.111736 1.132024 -0.835553
C44 -4.981566 2.296082 0.535363
C45 -5.363437 2.138481 -2.302927
O6 -3.921741 0.235917 -0.933700
H34 -7.501773 0.899058 -0.509888
H35 -6.570371 -0.354177 0.343469
H36 -6.793916 -0.463704 -1.408878
H37 -5.851921 2.951974 0.592563
H38 -4.082736 2.903417 0.398678
H39 -4.883712 1.739788 1.469761
H40 -6.234680 2.787287 -2.199620
H41 -5.497199 1.485066 -3.165313
H42 -4.475232 2.750208 -2.469016

Cartesian forces, eV/Å:
Rb 0.0 0.0 0.6
C 0.0 0.0 0.0
C 0.0 -0.1 0.0
N 0.1 0.1 0.0
C 0.1 -0.1 0.0
C -0.2 0.1 0.2
N 0.0 0.0 -0.1
C 0.2 0.2 -0.2
O -0.3 0.9 0.4
O -0.1 0.0 0.1
C 0.1 -0.2 -0.1
O 0.1 -0.6 0.1
O -0.1 0.5 -0.2
H 0.0 0.0 0.0
H 0.0 0.0 0.0
H 0.0 0.0 0.0
H 0.0 0.0 0.0
H 0.2 -0.3 -0.5
O 0.1 0.1 0.0
C -0.1 -0.1 0.0
C 0.0 0.0 0.1
C 0.0 0.0 0.0
C 0.0 -0.1 0.0
C 0.0 0.0 0.0
C 0.0 0.0 0.0
P 0.1 0.0 0.0
C 0.0 0.0 0.0
C 0.0 0.0 0.0
C 0.0 0.0 0.0
C 0.0 0.0 0.0
C 0.0 0.0 0.0
C -0.1 0.1 -0.1
C 0.0 0.0 0.1
C 0.0 0.0 0.0
C 0.0 0.0 0.0
C 0.0 0.0 0.0
C 0.0 0.0 0.0
C 0.1 -0.1 0.0
C -0.1 0.0 0.0
C 0.0 0.0 0.0
C 0.0 0.0 0.0
C 0.0 0.0 0.0
C 0.0 0.0 0.0
C 0.1 0.0 0.0
P 0.0 0.0 0.1
C 0.0 0.0 0.0
C 0.1 0.0 0.0
C 0.0 0.0 0.0
C 0.1 0.0 0.0
C 0.0 0.0 0.0
C 0.0 0.0 0.0
C 0.1 -0.1 -0.1
C 0.0 0.0 0.0
C 0.0 0.0 0.0
C 0.0 0.0 0.0
C 0.0 0.0 0.0
C 0.0 0.0 -0.1
H 0.0 0.0 0.0
H 0.0 0.0 0.0
H 0.0 0.0 0.0
H 0.0 0.0 0.0
H 0.0 0.0 0.0
H 0.0 0.0 0.0
H 0.0 0.0 0.0
H 0.0 0.0 0.0
H -0.1 0.0 0.0
H 0.0 0.0 0.0
H 0.0 0.0 0.0
H 0.0 0.0 0.0
H 0.0 0.0 0.0
H -0.1 0.1 0.0
H 0.0 0.0 0.0
H 0.0 0.0 0.0
H 0.0 0.0 0.0
H 0.0 0.0 0.0
H -0.1 -0.5 -0.1
H 0.0 0.0 0.0
H 0.0 0.0 0.0
H 0.0 0.0 0.0
H 0.0 0.0 0.0
H 0.0 0.0 0.0
H 0.0 0.0 0.0
H 0.0 0.0 0.0
H 0.0 0.0 0.0
H 0.0 0.0 0.0
C -0.1 0.0 0.0
P 0.1 0.0 0.0
C 0.0 0.0 0.0
C 0.0 0.0 0.0
O -0.2 0.0 -0.1
H 0.0 0.0 0.0
H 0.0 0.0 0.0
H 0.0 0.0 0.0
H 0.0 0.0 0.0
H 0.0 0.0 0.0
H 0.0 0.0 0.0
H 0.0 0.0 0.0
H 0.0 0.0 0.0
H 0.0 0.0 0.0